The following is a DFT calculation (ωB97M-V/def2-TZVPD) of a molecular structure, C28H72HgO30S9 in a non-equilibrium geometry.

Geometry as XYZ:
```
140
Properties=species:S:1:pos:R:3:mulliken_charge:R:1
Hg 1.002 -1.851 -2.814 1.595
C -0.220 -0.124 -1.084 0.393
O 0.461 0.247 -2.128 -1.413
O -0.363 0.610 -0.055 0.609
O -0.458 -1.404 -1.038 0.803
O -1.418 -2.075 -4.523 -0.612
S -2.734 -1.486 -4.668 1.119
O -3.216 -0.999 -5.940 -0.669
O -3.879 -2.517 -4.116 -0.138
C -3.956 -3.802 -4.759 -0.388
C -4.572 -4.861 -3.886 -1.021
C -2.890 -0.202 -3.438 -0.369
H -2.953 -4.169 -5.011 0.369
H -4.481 -3.571 -5.690 0.362
H -4.605 -5.826 -4.384 0.372
H -5.584 -4.585 -3.577 0.336
H -4.018 -4.973 -2.956 0.090
H -2.505 -0.572 -2.492 -0.153
H -3.943 0.063 -3.456 0.531
H -2.210 0.560 -3.819 0.475
O 1.691 3.845 -3.873 -0.736
S 2.475 4.051 -2.690 1.603
O 3.904 3.799 -2.719 -0.643
O 2.203 5.530 -2.109 -0.298
C 3.153 6.081 -1.168 -0.168
C 4.321 6.695 -1.887 -1.273
C 1.757 3.058 -1.401 0.438
H 3.443 5.336 -0.425 0.273
H 2.546 6.828 -0.656 0.401
H 5.085 5.972 -2.171 0.264
H 4.864 7.433 -1.288 0.415
H 4.088 7.228 -2.810 0.304
H 2.135 2.042 -1.416 -0.862
H 0.682 2.986 -1.568 -0.160
H 1.753 3.562 -0.434 0.205
O 3.108 -0.831 -2.829 -0.589
S 4.307 -0.172 -3.344 0.928
O 5.339 -0.950 -3.977 -0.663
O 3.772 0.972 -4.366 -0.089
C 4.493 1.164 -5.598 -0.373
C 4.190 2.540 -6.144 -0.799
C 4.923 0.819 -1.983 -0.483
H 4.321 0.290 -6.224 0.343
H 5.575 1.203 -5.437 0.331
H 4.091 3.134 -5.228 0.038
H 3.221 2.634 -6.637 0.283
H 4.922 3.056 -6.759 0.367
H 5.395 0.147 -1.266 0.401
H 4.078 1.385 -1.611 -0.155
H 5.722 1.454 -2.362 0.421
O -2.814 5.957 -0.204 -0.712
S -1.722 5.115 0.213 1.228
O -0.329 5.327 -0.093 -0.449
O -1.743 5.054 1.837 -0.247
C -3.003 5.221 2.541 -0.440
C -3.650 3.888 2.857 -0.614
C -2.112 3.392 -0.102 -0.942
H -3.669 5.943 2.075 0.378
H -2.618 5.654 3.466 0.239
H -3.925 3.233 2.035 0.092
H -4.584 4.090 3.387 0.449
H -2.976 3.358 3.531 0.129
H -3.172 3.168 -0.147 0.305
H -1.473 2.874 0.607 -0.214
H -1.731 3.127 -1.091 0.701
O -4.642 0.274 -1.565 -0.680
S -4.358 0.303 -0.157 1.217
O -4.694 1.382 0.730 -0.782
O -4.920 -1.087 0.494 -0.173
C -5.855 -1.889 -0.233 0.083
C -5.960 -3.223 0.462 -1.040
C -2.606 0.023 0.054 1.028
H -5.434 -2.051 -1.234 -0.015
H -6.765 -1.313 -0.410 0.375
H -4.953 -3.623 0.577 0.075
H -6.539 -3.948 -0.110 0.402
H -6.464 -3.121 1.423 0.337
H -1.959 0.821 -0.310 -0.006
H -2.314 -0.867 -0.497 -1.648
H -2.471 -0.033 1.132 0.266
O 2.576 1.988 2.745 -0.722
S 1.369 1.733 3.486 1.201
O 1.197 0.390 3.996 -0.535
O 1.241 2.800 4.678 -0.260
C 1.459 4.177 4.368 0.136
C 1.633 4.927 5.672 -1.407
C -0.035 2.162 2.399 -0.477
H 0.611 4.555 3.785 0.067
H 2.325 4.300 3.712 0.317
H 0.752 4.768 6.292 0.325
H 1.778 5.991 5.486 0.404
H 2.518 4.574 6.199 0.344
H -0.118 1.251 1.805 -0.091
H 0.268 3.055 1.859 0.314
H -0.960 2.338 2.941 0.131
O 4.544 -2.317 -0.262 -0.629
S 3.151 -2.294 0.056 0.153
O 2.197 -2.630 -0.966 -0.381
O 2.812 -3.164 1.389 -0.049
C 3.679 -3.000 2.505 -0.608
C 2.896 -2.886 3.795 -0.074
C 2.671 -0.600 0.583 2.699
H 4.400 -2.177 2.447 0.408
H 4.363 -3.852 2.571 0.379
H 2.472 -3.869 4.010 0.251
H 2.164 -2.083 3.750 -0.520
H 3.564 -2.687 4.634 0.441
H 1.643 -0.646 0.930 -1.709
H 2.756 -0.039 -0.345 -1.703
H 3.380 -0.296 1.347 1.176
O 0.101 -4.133 -2.457 -0.662
S -1.010 -4.913 -1.953 1.018
O -1.809 -5.731 -2.815 -0.642
O -0.460 -5.946 -0.809 -0.443
C 0.631 -5.457 -0.006 0.894
C 1.225 -6.599 0.793 -1.548
C -2.064 -3.851 -0.916 1.030
H 0.295 -4.658 0.657 -0.235
H 1.420 -5.113 -0.672 0.083
H 0.509 -7.058 1.477 0.380
H 1.916 -6.139 1.505 0.327
H 1.731 -7.310 0.146 0.388
H -2.797 -3.331 -1.533 0.032
H -1.407 -3.099 -0.480 -1.740
H -2.615 -4.449 -0.195 0.708
O -0.949 -4.005 2.995 -0.705
S -1.357 -2.649 2.808 1.116
O -2.590 -2.412 2.095 -0.461
O -1.417 -1.830 4.192 -0.278
C -0.336 -2.008 5.118 0.738
C -0.777 -2.894 6.272 -1.441
C 0.010 -1.839 1.946 1.765
H 0.027 -1.047 5.482 0.278
H 0.520 -2.425 4.579 -0.453
H 0.117 -3.166 6.835 0.371
H -1.313 -3.784 5.953 0.305
H -1.439 -2.285 6.890 0.373
H 0.292 -2.472 1.101 -0.582
H 0.958 -1.810 2.485 -0.682
H -0.284 -0.856 1.583 -0.870
```

For the largest force on an atom, the calculation gives 3.46 eV/Å. The LUMO energy comes out at -0.06270 Ha. The calculation puts the orbital gap at 7.26 eV. For the energy above the lowest of the compared OMol25 structures with the same formula, charge and spin, the calculation gives 0.0 kcal per mole.